Entry 1:
# C37H54Br54F6INO6P2

A structure of composition C37H54Br54F6INO6P2 at a distorted geometry (the ωB97M-V functional and the def2-TZVPD basis, the OMol25 dataset).

Values from the calculation:
Charge: 0
Kohn-Sham gap (eV): 7.23
Total energy (hartree): -142524.68669

Atoms and positions in Å:
Br1 4.7502 8.9196 0.8787
Br2 -10.6135 9.3391 -3.4641
H1 2.8994 2.3895 -2.0964
Br3 -1.2434 -8.4942 8.0590
H2 1.8212 1.0165 3.4956
C1 2.7107 0.4753 -3.0234
Br4 -3.6126 2.5543 -2.9978
C2 3.7149 0.2425 -4.1722
H3 1.9852 -2.8154 -6.2770
Br5 -4.2010 -2.8085 2.3229
H4 -11.0421 3.3145 -2.6058
C3 2.5961 -3.0743 -5.4175
H5 -0.0301 -1.4918 -5.3106
Br6 -5.1384 1.7653 2.7318
Br7 -1.0200 -1.1956 0.5579
Br8 -10.7736 5.7475 -2.2812
C4 8.4272 10.0057 -1.3096
H6 2.1651 -1.2204 3.1566
H7 4.6504 -3.7496 -5.1981
H8 3.7945 1.8284 1.8600
Br9 -11.0945 4.0487 -4.9643
H9 1.8074 0.9533 -3.4114
Br10 -4.1313 -4.1219 10.7416
Br11 -9.0226 1.5779 -1.2544
H10 4.6354 -1.4071 0.9840
C5 -7.4486 -5.8184 7.0774
O1 5.5479 -1.1470 -6.6007
O2 4.0343 -0.5330 2.7948
C6 -0.1807 -7.0326 7.3946
H11 3.4726 -5.8425 -4.7922
C7 3.7837 -3.9565 -5.8182
H12 5.5301 -1.5131 4.7270
H13 1.2118 2.4901 0.4232
Br12 -4.1790 -5.4862 4.0444
C8 -1.0396 9.8160 1.4425
C9 4.9389 -0.6680 1.7297
C10 3.8852 7.2053 0.8023
N1 4.0480 1.5512 -4.7452
C11 2.7158 1.9314 1.7893
H14 -9.9202 10.9288 -1.7049
H15 -2.7848 -3.4576 4.2365
H16 3.3490 2.2429 -4.5031
O3 6.0705 2.5272 -3.2443
Br13 -13.4841 -4.3995 9.6637
H17 4.9616 1.1563 -7.9375
Br14 -1.5751 -4.6161 2.4207
F1 5.7691 -6.7659 -4.4372
Br15 -6.3817 -4.2206 7.1652
C12 4.4108 -6.1920 -6.7101
F2 3.3995 -8.1473 -5.8804
Br16 -6.6681 -7.1364 5.9136
Br17 -1.4032 2.0269 0.9643
H18 5.7438 -2.0199 -6.9530
Br18 -13.4043 4.0177 -2.7688
Br19 -1.9741 0.0325 3.3189
Br20 -0.7356 7.5321 -1.7609
H19 3.0699 0.3085 -0.0527
H20 4.6450 6.4749 0.5692
Br21 -11.9483 -2.4427 7.6753
Br22 7.3494 0.1406 4.5610
C13 4.5854 -7.6517 -6.3358
C14 -1.9837 0.2461 1.4110
I1 5.3440 -0.8743 -3.2574
Br23 6.2938 -1.4988 7.0793
H21 2.8661 3.0398 -0.0283
H22 0.9640 0.6704 2.0210
P1 5.5817 2.1922 -4.7354
O4 5.3867 3.6451 -5.4092
H23 0.8406 -1.0830 -3.8272
C15 -3.3950 0.6541 -2.7911
C16 1.6697 -5.7256 -1.7664
C17 6.5184 -1.4840 5.1673
H24 2.5515 -1.0968 1.4574
C18 3.9526 0.8479 -7.6866
H25 -6.5712 1.8073 -1.4650
C19 2.4192 0.9974 -0.5803
Br24 0.6341 -2.3119 12.1452
H26 -7.4635 -6.2430 8.0702
Br25 -6.5420 3.8903 4.6351
C20 5.6613 -7.8596 -5.2269
H27 -3.7432 0.1964 -3.7051
Br26 -7.2912 3.4895 -3.1234
H28 1.1566 -4.7237 12.0554
H29 4.0014 -3.7250 -6.8625
H30 4.1134 -6.1182 -7.7521
H31 -12.3585 -4.8729 7.5186
H32 0.1649 -6.4786 8.2548
Br27 -1.5189 11.6782 1.5437
Br28 3.1242 6.7089 2.4990
Br29 -12.0951 10.2063 -0.7835
H33 2.4271 -5.6024 -6.2002
C21 0.2294 -4.1815 11.9466
O5 6.5796 1.4900 -5.5228
F3 4.9399 -8.3948 -7.4163
Br30 -9.2719 -5.4323 6.5940
Br31 -1.5536 0.1366 -2.5665
C22 -4.8727 3.1171 4.0735
H34 7.0213 2.6926 -3.3266
Br32 2.5825 7.1451 -0.6226
Br33 3.5156 -5.5123 -2.2542
H35 -1.1553 9.5122 0.4127
H36 3.4033 1.5862 -7.1192
Br34 0.9284 -4.1003 -1.0537
C23 3.1944 1.3646 -1.8735
F4 6.8705 -8.0759 -5.7760
C24 -3.1343 -4.0148 3.3789
C25 -11.5106 4.1616 -3.0855
Br35 1.4111 -7.2055 -0.5657
C26 2.2641 2.2187 0.3510
Br36 -2.2252 8.7189 2.4911
C27 1.6353 -0.1466 -5.6113
P2 3.9638 -0.8274 -6.9134
H37 -4.4372 2.6320 4.9345
H38 5.3800 -5.7003 -6.6365
C28 3.4262 -5.4399 -5.8005
Br37 -4.1498 -6.9487 9.2972
C29 -10.3983 9.9621 -1.6575
H39 -2.1538 5.5186 -1.9416
C30 -1.2038 5.6903 -1.4562
Br38 7.4662 -3.0408 4.5461
H40 -0.2487 0.0878 -4.5773
Br39 -14.5209 -4.0314 6.6733
Br40 -1.2291 -5.8258 6.3261
H41 1.1277 -5.9520 -2.6732
H42 -3.0116 0.1551 1.0904
Br41 8.3790 8.2521 -0.5134
Br42 7.5101 11.3130 -0.2292
Br43 0.8023 9.5255 1.9173
C31 -7.3642 2.5408 -1.4513
H43 1.9558 -3.6959 -4.7829
Br44 -1.4136 5.3295 0.4143
Br45 -7.0354 3.7040 0.0442
H44 -4.5625 -6.3745 11.6591
H45 5.1239 0.2628 1.1865
C32 0.4890 -0.7007 -4.7804
O6 2.9727 -1.9651 -4.6078
H46 4.2489 1.2757 -1.6469
Br46 -0.9598 -4.8049 13.3263
C33 1.9643 0.7611 2.4471
C34 3.0304 -0.7056 -5.2367
H47 2.4020 -0.4865 -2.6204
H48 2.4691 2.8192 2.3727
H49 3.4129 0.7038 -8.6198
Br47 7.7646 9.9867 -3.1146
Br48 -3.6240 4.4595 3.4828
C35 2.6702 -0.5974 2.4176
H50 4.7734 4.1766 -4.8818
F5 5.3348 -8.9096 -4.4536
H51 1.6827 0.9366 -5.5068
Br49 -4.5128 -0.0294 -1.3683
C36 -12.9875 -4.0544 7.8364
F6 1.3382 -0.4194 -6.9471
Br50 0.0761 4.4966 -2.2556
H52 9.4642 10.3022 -1.3516
Br51 1.3801 -7.6510 6.4553
Br52 -6.7988 -5.8652 10.7469
Br53 -0.4579 -4.5724 10.1901
H53 1.4731 0.5089 -0.8017
Br54 -9.2392 8.7995 -0.6481
C37 -4.8694 -5.8965 10.7408
H54 5.9074 -0.9945 2.1016



Entry 2:
# C3H2CuO4

A structure of composition C3H2CuO4 at a distorted geometry (the ωB97M-V functional and the def2-TZVPD basis, the OMol25 dataset).

Values from the calculation:
Charge: -1
Kohn-Sham gap (eV): 3.49
Total energy (hartree): -2056.92416
Energy relative to the best compared isomer or geometry (same formula, charge and spin) (kcal per mole): 29.4

Atoms and positions in Å:
C1 -1.2476 0.3604 0.1026
H1 -2.7989 -1.7335 -0.0302
Cu1 -7.1252 -2.8420 0.2195
O1 -2.1878 2.6454 0.0543
O2 -5.1713 -3.8311 0.2023
O3 -3.2999 -2.6894 -0.1220
O4 -5.2749 -1.6320 0.0753
H2 -0.2410 -0.0484 0.1348
C2 -4.5992 -2.7054 0.0858
C3 -1.6432 1.5740 0.0888



Entry 3:
# C10H27FN7O2

A cluster of 3 separate species, C10H27FN7O2 in total at a distorted geometry (the ωB97M-V functional and the def2-TZVPD basis, the OMol25 dataset).

Values from the calculation:
Charge: +1
Kohn-Sham gap (eV): 7.45
Total energy (hartree): -1030.29993

Atoms and positions in Å:
H1 -1.7274 -0.2331 5.7066
H2 -0.8003 0.9535 4.7924
C1 -1.2929 2.6281 2.5047
C2 -0.7347 -0.8125 -2.2647
H3 -2.5054 0.3336 -2.7948
F1 4.5480 3.2654 -1.8645
O1 -1.3620 -2.8570 -3.5626
H4 -3.1128 -2.0187 -4.3498
N1 3.6639 -0.2883 0.0164
N2 5.5023 2.5066 -1.2748
C3 -1.7631 1.3561 1.8045
H5 0.6257 -2.0202 -1.3425
O2 -2.0552 -0.2612 3.6905
H6 -2.8167 -0.9199 -1.5801
H7 -2.1288 3.1420 2.9907
H8 -3.2306 -2.7102 -2.6959
H9 -0.8532 3.3220 1.7779
H10 -3.1080 -3.7745 -4.0943
C4 5.0954 1.3249 -0.6883
C5 -2.7754 -2.8172 -3.6819
N3 -0.3171 -1.6778 -1.1530
H11 -3.1809 -0.2504 2.0106
H12 -1.9710 0.5512 -1.1223
H13 1.7284 -0.1558 0.2424
H14 -0.0109 0.0082 -2.3506
H15 -0.5250 2.4354 3.2595
H16 5.3298 -1.7823 1.0450
N4 -0.5894 0.5900 1.3634
H17 -2.3235 1.6676 0.9136
H18 -0.1760 0.1607 2.1969
H19 -0.9090 -0.2100 0.8158
H20 -1.1457 -0.9655 -4.4218
C6 5.0074 -0.8125 0.4751
C7 -0.7283 -1.5749 -3.6106
N5 5.9670 0.2716 0.0224
C8 -2.7130 0.4924 2.6673
H21 0.3159 -1.7735 -3.8790
N6 3.6166 0.9147 -0.6821
H22 -0.8928 -2.5245 -1.1943
H23 2.7833 1.4496 -1.0707
C9 -1.7769 0.4730 4.8724
N7 2.4475 -0.9338 0.2429
H24 -2.5523 1.2130 5.0930
H25 -3.5302 1.0902 3.0899
C10 -2.0844 -0.1851 -1.9272
H26 6.5224 2.7337 -1.2166
H27 2.5395 -1.3248 1.2286



Number 1: highest occupied orbital energy -8.0 eV. Number 2: highest occupied orbital energy -2.6 eV. Number 3: highest occupied orbital energy -11.6 eV.